# 1
96
Properties=species:S:1:pos:R:3:mulliken_spin:R:1 method="wB97M-V/def2-TZVPD" orbital_gap_ev="9.935 / 2.280" max_force_ev_per_a=5.71 molar_mass_g_mol=798.59 e_lumo_ev="-2.24 / -9.89" spin_multiplicity=2 total_charge=+1
C 2.522 0.159 1.315 0.00
C 1.243 -0.421 0.609 0.00
O 0.722 -1.199 1.680 0.00
C 1.351 -1.151 2.765 0.00
O 1.075 -1.698 3.796 0.00
O 2.397 -0.324 2.598 0.00
H 2.352 1.218 1.512 0.00
H 3.439 -0.006 0.750 0.00
H 1.407 -1.161 -0.174 0.00
H 0.566 0.357 0.256 0.00
C -2.635 3.342 0.814 0.00
C -3.034 3.629 -0.631 0.00
O -2.839 2.402 -1.236 0.00
C -2.297 1.484 -0.330 0.00
O -1.955 0.296 -0.515 0.00
O -2.498 1.967 0.939 0.00
H -3.430 3.817 1.389 0.00
H -1.630 3.748 0.934 0.00
H -2.498 4.403 -1.181 0.00
H -4.088 3.869 -0.772 0.00
C 1.260 5.993 -0.465 0.00
C 2.509 5.520 0.260 0.00
O 2.534 4.106 0.028 0.00
C 1.332 3.684 -0.337 0.00
O 1.003 2.543 -0.543 0.00
O 0.543 4.820 -0.484 0.00
H 1.392 6.258 -1.514 0.00
H 0.823 6.879 -0.004 0.00
H 2.541 5.482 1.349 0.00
H 3.305 6.080 -0.231 0.00
C 5.082 2.944 -2.389 0.00
C 4.802 1.831 -1.409 0.00
O 3.962 0.967 -2.209 0.00
C 3.919 1.395 -3.495 0.00
O 3.543 0.741 -4.432 0.00
O 4.617 2.483 -3.610 0.00
H 6.153 3.069 -2.547 0.00
H 4.530 3.861 -2.187 0.00
H 4.320 2.259 -0.530 0.00
H 5.673 1.267 -1.075 0.00
C 3.490 -1.497 5.990 0.00
C 4.567 -2.205 6.728 0.00
O 4.214 -1.967 8.111 0.00
C 3.481 -0.764 8.158 0.00
O 3.146 -0.144 9.147 0.00
O 3.212 -0.393 6.855 0.00
H 2.613 -2.143 5.988 0.00
H 3.780 -1.301 4.958 0.00
H 5.578 -1.848 6.534 0.00
H 4.671 -3.288 6.650 0.00
C -1.500 2.097 4.375 0.00
C -0.366 2.426 3.518 0.00
O -0.528 3.778 3.129 0.00
C -1.363 4.364 3.953 0.00
O -1.371 5.580 4.048 0.00
O -2.084 3.434 4.601 0.00
H -1.231 1.579 5.295 0.00
H -2.255 1.618 3.752 0.00
H -0.427 1.888 2.572 0.00
H 0.582 2.333 4.047 0.00
C -2.208 -2.583 1.843 0.00
C -1.698 -3.597 2.811 0.00
O -2.568 -3.428 3.934 0.00
C -3.704 -2.765 3.563 0.00
O -4.694 -2.581 4.241 0.00
O -3.441 -2.163 2.332 0.00
H -2.430 -3.105 0.912 0.00
H -1.520 -1.743 1.747 0.00
H -0.656 -3.440 3.088 0.00
H -1.761 -4.637 2.491 0.00
C -0.319 -1.568 -2.323 0.08
C -0.468 -1.799 -3.805 0.08
O -0.266 -3.144 -4.062 0.35
P -1.576 -3.985 -4.508 -0.05
O -1.298 -5.450 -4.586 0.14
O -2.651 -3.499 -3.428 0.05
C -3.873 -3.934 -3.092 0.00
C -4.886 -3.695 -4.256 0.01
O -2.120 -3.270 -5.880 0.17
C -1.857 -3.834 -7.161 0.01
C -2.226 -2.803 -8.234 0.00
H -1.242 -1.934 -1.874 0.03
H 0.539 -2.138 -1.968 0.00
H -0.301 -0.514 -2.046 0.00
H -1.393 -1.367 -4.186 0.00
H 0.247 -1.118 -4.267 0.07
H -3.904 -5.020 -3.002 0.00
H -4.251 -3.826 -2.076 0.00
H -5.029 -4.594 -4.856 0.00
H -5.889 -3.672 -3.831 0.00
H -4.717 -2.769 -4.805 0.00
H -0.793 -4.067 -7.112 0.02
H -2.390 -4.770 -7.323 0.02
H -2.430 -3.335 -9.164 0.00
H -3.044 -2.208 -7.828 0.00
H -1.406 -2.103 -8.389 0.00

# 2
78
Properties=species:S:1:pos:R:3:mulliken_spin:R:1 method="wB97M-V/def2-TZVPD" orbital_gap_ev="7.009 / 4.040" max_force_ev_per_a=4.25 molar_mass_g_mol=758.78 e_lumo_ev="-12.31 / -15.73" spin_multiplicity=4 total_charge=+4
C -0.003 -3.348 2.260 0.26
C 0.396 -3.073 0.941 0.05
C 0.541 -4.133 0.025 0.24
C 0.102 -5.402 0.428 0.30
N -0.374 -5.629 1.650 -0.08
C -0.407 -4.656 2.558 0.26
C 0.695 -1.720 0.535 0.11
C 1.779 -1.078 0.100 -0.10
C 2.983 -0.491 0.606 0.19
C 3.083 0.876 0.323 0.04
C 4.299 1.529 0.468 0.10
C 5.294 0.756 1.038 0.16
C 5.207 -0.566 1.483 0.07
C 3.964 -1.191 1.338 -0.02
Re 0.229 0.262 0.050 0.93
P -1.819 -0.691 -0.212 0.02
H 0.943 -3.953 -0.973 0.01
H -0.005 -2.552 3.006 0.00
H 0.150 -6.237 -0.285 0.00
H -0.764 -4.887 3.571 0.00
H 3.728 -2.184 1.710 0.00
H 2.187 1.430 -0.053 -0.04
H 6.065 -1.095 1.900 0.00
H 4.449 2.545 0.120 0.00
C -3.154 0.350 -0.941 0.01
C -4.412 -0.289 -1.524 0.00
H -2.680 0.995 -1.694 0.01
H -3.418 1.002 -0.098 0.00
H -5.022 0.540 -1.900 0.00
H -4.233 -0.966 -2.366 0.00
H -5.022 -0.814 -0.780 0.00
C -1.989 -2.238 -1.208 0.00
C -3.020 -3.295 -0.835 0.00
H -0.993 -2.699 -1.238 0.00
H -2.204 -1.850 -2.209 0.00
H -2.905 -4.097 -1.575 0.00
H -2.870 -3.751 0.152 0.00
H -4.057 -2.946 -0.911 0.00
C -2.511 -1.244 1.397 -0.01
C -4.024 -1.351 1.567 0.00
H -2.102 -0.577 2.172 0.00
H -2.037 -2.223 1.545 0.03
H -4.190 -1.626 2.614 0.00
H -4.561 -0.416 1.379 0.00
H -4.480 -2.143 0.963 0.00
Br 6.979 1.715 1.092 0.36
P 0.693 0.266 -2.273 0.02
C -0.555 -0.247 -3.542 0.02
C -0.501 0.390 -4.929 0.00
H -1.540 -0.047 -3.089 0.00
H -0.462 -1.339 -3.630 0.00
H -1.368 0.041 -5.505 0.00
H -0.554 1.482 -4.896 0.00
H 0.390 0.104 -5.497 0.00
C 1.062 2.040 -2.713 0.00
C 2.150 2.311 -3.748 0.00
H 1.330 2.561 -1.779 0.00
H 0.105 2.479 -3.034 0.00
H 2.320 3.395 -3.794 0.00
H 3.106 1.845 -3.484 0.00
H 1.873 1.988 -4.760 0.00
C 2.179 -0.759 -2.711 0.02
C 2.444 -1.126 -4.165 0.00
H 2.065 -1.683 -2.121 0.00
H 3.053 -0.247 -2.280 0.00
H 3.355 -1.736 -4.198 0.00
H 1.638 -1.727 -4.594 0.00
H 2.618 -0.251 -4.799 0.00
C 0.940 4.008 1.205 0.00
S -0.279 2.801 1.791 0.01
C -1.731 3.884 1.963 0.00
O -0.687 2.099 0.402 0.00
H 0.790 4.903 1.815 0.00
H 0.765 4.220 0.144 0.00
H 1.944 3.601 1.377 0.00
H -1.847 4.473 1.046 0.00
H -2.612 3.251 2.129 0.00
H -1.565 4.531 2.832 0.00

# 3
78
Properties=species:S:1:pos:R:3:mulliken_spin:R:1 method="wB97M-V/def2-TZVPD" orbital_gap_ev="6.011 / 5.568" max_force_ev_per_a=4.51 molar_mass_g_mol=620.44 e_lumo_ev="-6.88 / -7.34" spin_multiplicity=3 e_above_lowest_kj_mol=589.8 total_charge=+2
C -3.288 -1.891 -5.792 0.01
C -3.181 -0.627 -5.138 0.00
C -3.937 0.424 -5.713 0.01
C -4.849 0.148 -6.759 0.00
N -4.995 -1.062 -7.328 0.01
C -4.225 -2.048 -6.840 0.00
C -2.381 -0.416 -3.951 0.09
C -1.625 -0.100 -3.027 0.01
C -0.328 0.109 -2.610 0.18
C -0.158 -0.523 -1.333 0.08
C 1.008 -1.381 -1.368 0.23
C 2.203 -0.931 -1.985 -0.08
C 2.087 -0.093 -3.100 0.12
C 0.800 0.367 -3.430 -0.10
Ti 0.482 -0.058 0.435 1.53
P -0.478 -0.673 2.450 -0.01
H -3.834 1.435 -5.333 0.00
H -2.665 -2.729 -5.480 0.00
H -5.479 0.953 -7.107 0.00
H -4.350 -3.042 -7.281 0.00
H 0.689 0.953 -4.330 -0.01
H -1.003 -0.753 -0.592 -0.05
H 2.989 0.225 -3.630 0.00
H 0.666 -2.408 -1.438 -0.03
C 0.656 -0.343 3.874 0.00
C 0.006 0.339 5.080 0.00
H 1.496 0.270 3.508 0.00
H 1.074 -1.324 4.167 0.00
H 0.738 0.394 5.899 0.00
H -0.311 1.371 4.868 0.00
H -0.867 -0.214 5.453 0.00
C -1.975 0.293 2.442 0.00
C -3.181 -0.369 1.794 0.01
H -1.775 1.223 1.903 0.00
H -2.166 0.584 3.475 0.00
H -3.918 0.380 1.493 0.00
H -2.953 -0.926 0.885 -0.01
H -3.666 -1.060 2.478 0.00
C -0.926 -2.413 2.834 0.00
C -1.724 -2.651 4.128 0.00
H 0.014 -2.997 2.865 0.00
H -1.492 -2.767 1.959 0.00
H -2.199 -3.645 4.091 0.00
H -1.083 -2.634 5.024 0.00
H -2.524 -1.910 4.284 0.00
Br 3.803 -0.861 -1.086 0.01
P 1.613 3.215 0.546 0.00
C 0.865 2.619 2.090 0.00
C 0.552 3.779 3.047 0.00
H 1.557 1.915 2.570 0.00
H -0.071 2.070 1.879 -0.01
H -0.249 3.502 3.743 0.00
H 1.430 4.054 3.644 0.00
H 0.232 4.658 2.475 0.00
C 3.408 2.828 0.499 0.00
C 4.277 4.009 0.023 0.00
H 3.617 1.877 -0.026 0.00
H 3.648 2.632 1.549 0.00
H 5.341 3.763 0.137 0.00
H 4.100 4.286 -1.023 0.00
H 4.065 4.877 0.659 0.00
C 0.815 2.655 -0.981 -0.03
C 0.103 3.870 -1.659 0.00
H 0.079 1.818 -0.826 0.03
H 1.585 2.270 -1.670 0.00
H -0.209 3.587 -2.677 0.00
H -0.792 4.156 -1.082 0.00
H 0.788 4.735 -1.723 0.00
C 2.778 -4.221 1.973 0.00
S 2.498 -2.953 0.741 0.00
C 1.831 -4.151 -0.420 0.00
O 1.375 -1.919 1.076 -0.01
H 3.399 -4.988 1.485 0.00
H 1.791 -4.606 2.234 0.00
H 3.297 -3.804 2.841 0.00
H 2.654 -4.827 -0.727 0.00
H 1.051 -4.649 0.173 0.00
H 1.396 -3.679 -1.308 0.00

# 4
77
Properties=species:S:1:pos:R:3:mulliken_spin:R:1 method="wB97M-V/def2-TZVPD" orbital_gap_ev="5.443 / 3.997" max_force_ev_per_a=2.35 molar_mass_g_mol=663.00 e_lumo_ev="-6.51 / -10.07" spin_multiplicity=3 e_above_lowest_kj_mol=28.9 total_charge=+2
C 2.816 4.553 -0.414 0.03
C 1.714 3.981 -1.085 0.10
C 1.814 3.704 -2.470 0.04
C 2.990 4.081 -3.132 0.00
N 4.008 4.636 -2.478 0.01
C 3.943 4.896 -1.174 0.00
C 0.510 3.738 -0.376 0.17
C -0.579 3.565 0.146 0.16
C -1.661 2.944 0.756 0.07
C -1.329 1.661 1.240 0.08
C -2.362 0.887 1.714 0.00
C -3.669 1.299 1.508 0.17
C -4.011 2.627 1.176 0.01
C -2.958 3.481 0.785 0.04
Pd -0.636 -1.293 1.330 0.62
P 1.520 -0.777 0.565 0.19
H 1.042 3.190 -3.040 0.00
H 2.828 4.703 0.666 0.00
H 3.121 3.898 -4.208 0.00
H 4.815 5.368 -0.695 0.00
H -3.078 4.522 0.459 0.00
H -0.302 1.252 1.135 0.02
H -5.038 2.987 1.187 0.00
H -2.255 -0.116 2.130 0.03
C 2.458 -2.337 0.716 0.01
C 3.655 -2.586 -0.195 0.01
H 1.708 -3.131 0.578 0.00
H 2.767 -2.367 1.772 0.00
H 3.972 -3.621 -0.013 0.00
H 3.407 -2.497 -1.259 0.00
H 4.511 -1.942 0.047 0.00
C 1.599 -0.106 -1.149 0.00
C 2.967 0.337 -1.668 0.01
H 0.900 0.748 -1.170 0.00
H 1.176 -0.890 -1.794 0.00
H 2.865 0.517 -2.747 0.00
H 3.290 1.283 -1.208 0.00
H 3.745 -0.428 -1.527 0.00
C 2.465 0.526 1.489 0.02
C 3.986 0.389 1.499 0.01
H 2.105 0.542 2.530 0.00
H 2.187 1.489 1.027 0.00
H 4.403 1.204 2.104 0.00
H 4.331 -0.549 1.948 0.00
H 4.449 0.479 0.510 0.00
Br -4.914 -0.260 1.604 0.06
P -1.707 -1.960 -0.613 0.01
C -0.608 -2.742 -1.839 -0.01
C -1.190 -3.953 -2.563 0.00
H 0.311 -3.034 -1.304 0.00
H -0.321 -1.969 -2.569 0.00
H -0.409 -4.365 -3.217 0.00
H -1.505 -4.741 -1.864 0.00
H -2.038 -3.669 -3.200 0.00
C -2.933 -3.135 -0.002 0.00
C -4.204 -3.260 -0.840 0.02
H -3.183 -2.810 1.022 0.01
H -2.407 -4.098 0.090 0.01
H -4.876 -3.957 -0.320 0.00
H -4.726 -2.297 -0.933 0.00
H -3.995 -3.672 -1.839 0.00
C -2.504 -0.548 -1.442 0.00
C -2.995 -0.816 -2.871 0.01
H -1.776 0.278 -1.463 0.00
H -3.339 -0.212 -0.804 -0.01
H -3.505 0.081 -3.251 0.00
H -2.182 -1.035 -3.576 0.00
H -3.713 -1.645 -2.922 0.00
C -1.458 -1.611 4.170 0.01
S 0.063 -0.789 3.540 0.06
C -0.196 0.918 4.098 0.00
H -1.862 -2.331 3.407 0.00
H -2.257 -0.894 4.445 0.00
H -1.095 -2.139 5.076 0.01
H -1.256 1.112 4.360 0.00
H 0.457 0.990 5.005 0.00
H 0.138 1.714 3.402 0.00

# 5
86
Properties=species:S:1:pos:R:3:lowdin_charge:R:1 method="wB97M-V/def2-TZVPD" orbital_gap_ev="5.619 / 5.620" max_force_ev_per_a=5.20 molar_mass_g_mol=1009.31 e_lumo_ev="-0.69 / -0.69" e_above_lowest_kj_mol=117.0 total_charge=0
W 0.168 -0.282 0.023 0.55
C 0.140 1.305 3.280 -0.28
As 0.261 -0.479 2.515 1.02
C 1.868 -1.061 3.471 -0.27
C -1.201 -1.307 3.540 -0.30
C -1.698 -2.681 3.071 -0.66
C -2.785 -3.154 4.047 -0.06
C -2.385 -2.624 1.694 -0.32
As -1.403 -2.237 0.019 1.00
C -3.010 -2.366 -1.107 -0.27
C -0.711 -4.017 -0.446 -0.30
C -0.530 -3.678 2.981 -0.39
As 0.580 -4.340 4.514 1.13
C -0.605 -5.819 5.051 -0.35
C 0.205 -3.235 6.108 -0.35
H 0.129 1.285 4.371 0.03
H -0.764 1.779 2.900 0.02
H 0.996 1.883 2.935 0.02
H 1.691 -1.078 4.546 0.01
H 2.644 -0.330 3.250 0.02
H 2.211 -2.041 3.142 0.01
H -2.016 -0.580 3.518 0.07
H -0.869 -1.382 4.577 0.06
H -3.657 -2.500 3.983 0.09
H -2.433 -3.135 5.076 0.06
H -3.105 -4.171 3.806 0.09
H -3.189 -1.883 1.710 0.07
H -2.851 -3.599 1.513 0.08
H -3.637 -3.181 -0.745 0.03
H -2.719 -2.582 -2.136 0.02
H -3.577 -1.435 -1.080 0.02
H -1.491 -4.769 -0.321 0.03
H 0.157 -4.290 0.151 0.01
H -0.408 -3.992 -1.494 0.02
H 0.198 -3.258 2.278 0.01
H -0.893 -4.605 2.525 0.07
H -0.716 -6.529 4.232 0.02
H -1.590 -5.458 5.346 0.01
H -0.160 -6.345 5.895 0.01
H 0.634 -2.237 6.032 -0.01
H 0.705 -3.747 6.932 0.02
H -0.852 -3.160 6.353 0.01
C -1.789 -1.355 -9.247 -0.12
C -1.219 -1.186 -7.845 -0.29
S 0.387 -0.370 -8.018 0.64
O 0.153 0.961 -8.511 -0.30
O 1.255 -1.256 -8.743 -0.30
C 1.000 -0.252 -6.325 -0.19
C 0.328 0.915 -5.608 -0.14
N 0.696 0.965 -4.199 0.06
C 0.029 0.354 -3.202 -0.30
N 0.592 0.592 -2.021 -0.03
C 1.664 1.395 -2.255 -0.02
C 1.753 1.637 -3.600 -0.12
N 2.785 2.322 -4.265 -0.34
O 2.834 2.277 -5.483 0.08
O 3.576 2.924 -3.576 0.11
C -1.203 -0.445 -3.393 0.00
H -2.772 -1.821 -9.214 0.08
H -1.123 -1.976 -9.845 0.08
H -1.877 -0.382 -9.730 0.08
H -1.040 -2.141 -7.351 0.10
H -1.843 -0.542 -7.225 0.09
H 2.073 -0.082 -6.409 0.11
H 0.809 -1.217 -5.856 0.11
H -0.757 0.836 -5.669 0.11
H 0.635 1.835 -6.088 0.12
H 2.297 1.807 -1.492 0.11
H -1.906 0.067 -4.053 0.09
H -1.662 -0.579 -2.417 0.02
H -0.977 -1.423 -3.824 0.10
Se 2.309 -1.846 -0.583 0.63
C 2.431 -0.238 0.152 -1.05
N 2.236 0.798 0.686 0.01
C -1.478 0.663 0.173 -0.26
C -2.847 1.031 0.087 -0.36
C -3.749 0.826 1.150 -0.07
C -5.104 1.048 0.996 -0.09
C -5.610 1.519 -0.210 -0.10
C -4.729 1.796 -1.249 -0.10
C -3.374 1.568 -1.108 -0.07
H -3.352 0.484 2.097 0.09
H -5.775 0.851 1.823 0.10
H -6.670 1.692 -0.331 0.10
H -5.111 2.188 -2.184 0.10
H -2.686 1.796 -1.913 0.10

# 6
82
Properties=species:S:1:pos:R:3:lowdin_charge:R:1 method="wB97M-V/def2-TZVPD" orbital_gap_ev=9.504 max_force_ev_per_a=1.10 molar_mass_g_mol=520.48 e_lumo_ev=0.59 total_charge=0
C -1.432 -2.355 -4.149 -0.07
C -2.141 -2.365 -2.790 -0.28
O -1.332 -1.874 -1.742 -0.17
C -1.193 -0.455 -1.733 -0.18
C 0.289 -0.053 -1.681 -0.07
C 0.818 0.349 -0.293 -0.21
C 0.576 -0.848 0.680 -0.02
C -0.658 -0.766 1.590 -0.34
C -0.336 -0.159 2.959 0.00
O -1.096 -2.126 1.694 -0.11
C -2.120 -2.374 2.625 -0.17
C -3.346 -1.519 2.419 -0.21
C -3.849 -1.322 1.134 -0.03
C -4.960 -0.523 0.924 -0.07
C -5.583 0.095 2.001 -0.09
C -5.097 -0.106 3.284 -0.09
C -3.979 -0.903 3.490 -0.05
C 0.074 1.582 0.206 -0.39
O -0.956 2.068 -0.142 0.19
O 0.884 2.153 1.177 0.06
C 2.139 2.300 0.493 -0.29
O 2.070 3.358 -0.444 -0.09
C 1.409 4.553 -0.030 -0.21
C 0.216 4.886 -0.928 -0.05
B 3.279 2.600 1.594 -0.42
O 3.165 1.978 2.823 0.16
C 4.473 3.568 1.353 -0.12
C 4.162 4.842 2.193 -0.09
C 2.292 0.923 -0.297 -0.19
C 2.883 1.310 -1.676 -0.18
N 3.403 0.182 -2.473 0.03
C 3.319 0.039 0.411 -0.17
O 3.244 -1.267 -0.140 -0.20
C 4.114 -2.166 0.509 -0.08
H -1.786 -1.495 -4.725 0.07
H -0.358 -2.221 -4.035 0.07
H -1.681 -3.227 -4.748 0.06
H -3.098 -1.836 -2.832 0.12
H -2.375 -3.400 -2.534 0.10
H -1.617 -0.054 -2.658 0.13
H -1.783 -0.037 -0.921 0.10
H 0.841 -0.938 -1.995 0.12
H 0.456 0.733 -2.416 0.12
H 1.427 -1.043 1.323 0.11
H 0.449 -1.746 0.079 0.13
H -1.458 -0.192 1.118 0.12
H 0.536 0.486 2.893 0.06
H -0.075 -0.955 3.660 0.09
H -1.176 0.391 3.383 0.09
H -1.780 -2.300 3.664 0.11
H -2.399 -3.420 2.475 0.13
H -3.347 -1.793 0.296 0.12
H -5.330 -0.367 -0.081 0.10
H -6.440 0.731 1.823 0.10
H -5.571 0.377 4.128 0.10
H -3.595 -1.045 4.493 0.11
H 2.147 5.355 -0.136 0.12
H 1.125 4.527 1.020 0.12
H -0.686 5.084 -0.352 0.08
H -0.006 4.025 -1.558 0.07
H 0.436 5.722 -1.588 0.07
H 2.296 2.131 3.212 0.11
H 5.379 3.123 1.771 0.11
H 4.623 3.842 0.312 0.10
H 4.627 4.784 3.175 0.08
H 3.091 4.969 2.379 0.06
H 4.487 5.744 1.679 0.07
H 2.138 1.867 -2.241 0.11
H 3.735 1.962 -1.483 0.12
H 2.901 -0.675 -2.300 0.05
H 3.300 0.396 -3.457 0.07
H 3.117 -0.031 1.484 0.12
H 4.331 0.432 0.247 0.15
H 4.327 -2.987 -0.173 0.09
H 3.649 -2.577 1.412 0.09
H 5.059 -1.685 0.776 0.09
C -4.022 -6.763 -3.318 -0.07
C -4.282 -5.608 -4.164 -0.29
N -4.486 -4.698 -4.831 0.14
H -4.262 -7.683 -3.847 0.08
H -2.972 -6.793 -3.030 0.08
H -4.626 -6.716 -2.414 0.08